[1]
Formula: C16H32CdO2P2
Source: the OMol25 dataset
Level of theory: ωB97M-V/def2-TZVPD

Geometry as XYZ:
```
53
Properties=species:S:1:pos:R:3:forces:R:3:mulliken_charge:R:1
P -1.538246 -1.235893 0.825074 -1.76 1.09 1.90 1.35
P -0.834929 -1.502967 -2.315174 0.14 1.63 0.01 0.32
C -2.820802 -0.844914 -0.523484 0.25 -0.24 0.09 -0.98
C -2.645371 -1.600733 -1.854800 0.48 -0.18 -1.02 -0.87
H -2.672813 0.231226 -0.729131 -0.04 -0.37 0.32 0.30
H -3.825980 -0.961933 -0.103946 0.06 -0.05 -0.22 0.51
H -2.882732 -2.668573 -1.750388 -0.11 0.27 -0.12 0.38
H -3.211138 -1.169111 -2.691052 -0.33 -0.10 0.44 0.44
C -0.507367 0.290107 -2.544726 -0.02 0.45 -0.35 -0.96
H 0.569403 0.425942 -2.754112 -0.42 -0.33 0.00 0.40
H -0.722227 0.969429 -1.709837 -0.14 -0.49 -0.05 0.07
H -1.080807 0.643897 -3.437573 0.38 -0.29 0.59 0.41
C -0.045444 -2.145407 -3.773017 -0.49 -0.67 -1.13 -0.98
H -0.125641 -1.422421 -4.595219 -0.07 -0.44 -0.03 0.37
H -0.466925 -3.125791 -4.025455 -0.01 0.21 -0.26 0.37
H 1.027409 -2.325952 -3.551813 -0.16 0.44 0.28 0.28
C -2.134835 0.056294 1.990192 0.16 0.37 -0.14 -1.53
H -1.626319 -0.089587 2.958384 -0.24 0.30 -0.44 0.43
H -3.217992 -0.130953 2.109637 0.45 0.27 0.04 0.55
H -1.955552 1.058707 1.578325 0.01 -0.20 0.37 0.24
C -2.071759 -2.582540 2.038075 -0.41 -0.04 -0.82 -1.32
H -2.295932 -3.531623 1.529073 0.19 0.18 0.33 0.37
H -2.963846 -2.230090 2.581524 0.33 -0.32 -0.16 0.40
H -1.225328 -2.718676 2.740078 -0.42 0.05 -0.48 0.35
Cd -0.002834 -2.607615 -0.460357 3.40 -1.28 0.78 0.41
C 1.007908 2.653420 -0.470489 -0.26 0.54 -0.58 -0.17
C 0.058475 3.495738 -0.043701 0.04 0.91 -0.79 -0.50
C 0.028037 4.388127 1.165760 -0.19 -0.06 1.09 -0.65
C 0.953337 3.938180 2.308422 -0.33 0.16 0.06 -0.81
C 0.467933 2.624890 2.827214 -0.11 0.04 -0.51 -0.07
C 1.027274 1.474117 2.460001 -0.72 -0.75 0.35 -0.91
C 1.941770 1.063571 1.332030 0.33 0.33 0.27 0.17
C 2.226598 2.105794 0.204937 0.95 -0.83 0.24 -1.31
C 1.064071 -4.191754 0.464498 -0.11 -0.87 -0.02 -1.28
H 0.978010 2.410814 -1.541431 -0.41 -0.26 0.53 0.69
H -0.766645 3.742871 -0.742547 0.63 -0.24 0.17 0.33
H -1.008416 4.374967 1.562681 0.35 0.13 -0.11 0.30
H 0.246552 5.459780 0.973112 -0.14 -0.62 -0.58 0.36
H 1.998869 3.840502 1.993671 -0.36 0.24 0.07 0.34
H 0.911232 4.678043 3.122266 0.09 -0.09 -0.25 0.40
H -0.527025 2.642014 3.336681 1.19 -0.16 0.21 0.33
H 0.618822 0.606135 2.966089 -0.17 -0.26 -0.07 0.56
H 1.436577 0.186127 0.881468 0.12 0.46 -0.09 -0.25
H 2.876967 0.591287 1.703833 -0.31 0.56 -0.19 0.41
H 2.950352 2.901571 0.479743 -0.49 -0.47 0.15 0.40
H 2.764590 1.491094 -0.532706 -0.09 0.32 0.03 0.40
H 0.471405 -5.128269 0.447032 0.42 0.36 0.13 0.34
H 1.430575 -4.017268 1.483131 -0.35 0.15 -0.16 0.34
H 1.963400 -4.327785 -0.151841 -0.34 0.05 0.03 0.25
O 3.086244 -2.071046 -3.100423 -0.70 0.27 0.66 -0.70
C 3.521708 -1.925507 -1.931611 0.04 -0.54 -0.22 -0.14
O 2.916783 -1.785411 -0.829314 -0.36 0.17 -0.79 -0.53
H 4.632603 -2.002822 -1.898785 0.06 0.22 0.44 0.38
```
Positions in Å, forces in eV/Å.

Kohn-Sham gap ... 7.64 eV
LUMO ... -0.0005 hartree
M ... 430.790 g mol⁻¹
Net charge ... 0
Calculated total energy ... -1629.62350 Eh
Relative energy (zero: lowest compared OMol25 entry of this formula, charge and spin) ... 0.000 eV

---

[2]
Formula: C54H62N8O15PS
Source: the OMol25 dataset
Level of theory: ωB97M-V/def2-TZVPD

Geometry as XYZ:
```
141
Properties=species:S:1:pos:R:3:forces:R:3:mulliken_charge:R:1
C 1.363875 0.899268 6.618931 -0.68 0.15 1.33 -0.82
C 0.681901 -0.385948 5.863510 -0.65 0.49 2.12 -0.36
N 1.057660 -0.550363 4.407595 2.88 2.74 -0.58 0.03
C 1.578688 0.725158 3.783407 0.61 1.70 -0.93 -0.10
N 3.048971 0.716960 3.343406 -2.14 3.15 -0.52 0.15
C 3.764047 1.892760 2.699070 -2.53 1.40 0.04 -0.22
C 5.368690 1.671617 2.344090 -0.02 -0.50 1.03 -0.88
C 5.649549 0.530828 1.201180 -0.24 -0.91 -0.25 -0.50
C 4.322454 0.025260 0.380911 0.72 -0.84 -1.08 -0.07
O 3.730518 1.105522 -0.459144 -1.45 -1.28 2.16 -0.49
C 2.945065 3.319518 2.397159 -2.31 -2.83 2.08 -0.22
P 3.975979 4.729757 1.626097 1.02 -0.77 -0.39 0.27
C 3.043443 5.669146 0.249019 -1.03 1.39 -0.39 -0.79
C 4.559302 5.870082 3.043039 0.14 0.09 1.41 -0.90
C 1.343874 3.422515 2.807207 1.25 -4.01 1.11 0.90
C 0.480467 4.810923 2.562340 2.43 6.30 0.88 -0.01
O 1.081629 6.013413 2.778811 -3.64 -8.38 -1.41 -0.46
O -0.935735 4.857069 2.168050 3.81 -1.04 -0.23 -0.15
C -1.111247 5.026583 0.717639 -0.38 0.34 -0.83 -0.22
S -2.970748 5.294375 0.443593 0.37 0.11 0.85 -0.22
C -3.982517 4.488498 1.797515 -1.37 -1.57 1.33 -0.28
C -4.729587 3.120501 1.213869 0.45 0.57 0.01 -0.31
C 0.644159 2.085817 3.515745 2.58 0.27 -0.62 0.10
C -0.912755 1.999180 4.022040 -0.28 -0.94 -0.04 -0.40
C -1.684553 0.757513 3.215323 0.55 -0.69 0.06 -0.47
H 1.185872 0.728868 7.787093 0.39 0.33 -2.53 0.38
H 2.522702 0.999192 6.485737 -2.27 -0.30 -0.02 0.18
H 0.812274 1.930086 6.384437 1.38 -2.31 0.28 0.25
H 1.007458 -1.353714 6.465725 -0.71 2.03 -1.68 0.18
H -0.493044 -0.306299 5.981762 2.42 -0.16 -0.40 0.26
H 1.864903 -1.238934 4.405123 -1.29 0.84 -0.09 0.19
H 3.606186 -0.174719 3.508066 -0.96 1.65 -0.16 0.34
H 5.939605 2.659828 2.086517 -1.75 -1.74 0.47 0.30
H 5.856431 1.267639 3.355857 -1.15 0.95 -2.06 0.35
H 6.479313 0.861899 0.417812 -1.97 -0.42 1.76 0.33
H 6.096447 -0.423127 1.745880 -0.98 1.89 -1.18 0.24
H 3.506269 -0.498385 1.044182 1.62 1.18 -1.08 -0.06
H 4.695141 -0.805221 -0.387392 -0.72 1.68 1.74 0.32
H 2.738264 1.129355 -0.235889 2.31 -0.01 -0.59 0.30
H 2.645282 6.725358 0.630060 0.68 -2.36 -0.74 0.27
H 2.118172 5.047648 -0.177160 2.18 1.31 0.89 0.16
H 3.826449 5.912745 -0.616898 -1.74 -0.87 1.94 0.40
H 3.944534 6.865344 3.110083 1.27 -1.92 -0.01 0.30
H 4.446712 5.248463 4.055950 0.05 1.45 -2.17 0.28
H 5.733954 6.058086 2.943004 -2.76 -0.27 -0.09 0.34
H -0.802082 4.104232 0.066583 -0.24 1.56 1.61 0.24
H -0.594034 6.017653 0.321135 -1.02 -2.12 0.97 0.30
H -4.845373 5.205177 2.195764 2.23 -1.11 -1.14 0.37
H -3.380973 4.148252 2.741595 -0.79 1.05 -1.93 0.09
H -4.260433 2.199221 1.772940 -1.05 1.66 -1.36 0.11
H -5.892202 3.157538 1.426699 2.49 -0.14 -0.57 0.30
H -4.482948 3.106879 0.054827 -0.89 -0.38 2.65 -0.11
H -1.000103 1.733006 5.182629 0.64 0.70 -2.59 0.22
H -1.539896 2.977602 3.874584 1.73 -1.70 0.08 0.27
H -0.902445 0.031979 2.687216 -1.64 1.67 1.19 0.05
H -2.399122 1.151957 2.373193 1.31 -0.73 1.87 0.04
H -2.237432 0.083959 4.022740 0.90 1.57 -1.94 0.26
C 4.873775 -5.823757 8.739731 -0.17 0.01 -0.16 -0.49
C 5.391165 -4.527451 8.746010 -0.27 0.12 -0.31 -0.58
C 4.838207 -3.549215 7.917344 0.08 -0.01 0.08 -0.38
C 3.759419 -3.880473 7.085927 0.22 -0.62 0.56 0.05
C 3.243020 -5.183010 7.071972 -0.21 0.21 0.14 -0.05
C 3.806166 -6.153516 7.903028 0.14 0.44 0.21 -0.41
N 3.157314 -2.850195 6.231253 0.00 0.00 -0.18 1.08
O 3.654680 -1.714581 6.257967 -0.81 -1.18 -0.42 -0.57
O 2.184036 -3.173544 5.535398 1.26 0.72 0.62 -0.62
H 5.304606 -6.581683 9.391755 -0.09 0.16 -0.14 0.41
H 6.224318 -4.278513 9.399799 -0.19 0.00 -0.18 0.39
H 5.252754 -2.543616 7.933953 -0.23 -0.21 -0.12 0.42
H 2.409294 -5.455069 6.428054 0.28 0.27 0.16 0.33
H 3.410419 -7.166743 7.901677 0.06 0.27 -0.07 0.38
C -2.841713 1.275302 -2.440026 -0.13 0.10 -0.08 -0.64
C -3.032439 0.238954 -3.355312 -0.14 0.30 -0.14 -0.50
C -4.095766 0.289974 -4.258708 -0.01 0.09 0.06 -0.14
C -4.963295 1.390793 -4.239682 0.69 -0.05 0.71 -0.17
C -4.778698 2.428880 -3.316772 -0.03 -0.01 -0.04 -0.68
C -3.713404 2.365346 -2.416337 -0.07 -0.35 -0.37 0.04
N -6.067851 1.462515 -5.203675 -1.06 0.28 -0.59 1.05
O -6.209230 0.515398 -5.991511 0.20 1.28 1.00 -0.58
O -6.792881 2.467345 -5.177431 1.06 -1.55 -0.14 -0.62
H -2.007865 1.233772 -1.741332 -0.20 -0.06 -0.18 0.41
H -2.349708 -0.607984 -3.366632 -0.28 0.28 -0.03 0.42
H -4.230782 -0.525607 -4.965781 -0.13 0.29 0.09 0.48
H -5.447318 3.286697 -3.287707 0.06 -0.30 -0.19 0.47
H -3.559874 3.167671 -1.698042 -0.02 -0.09 -0.27 0.42
C 0.373096 -4.938902 1.455489 -0.06 0.06 -0.07 -0.60
C 0.890485 -3.642596 1.461768 -0.33 -0.01 -0.28 -0.38
C 0.337528 -2.664360 0.633102 -0.05 -0.09 0.02 0.13
C -0.741261 -2.995618 -0.198315 0.38 -0.66 0.58 -0.42
C -1.257659 -4.298155 -0.212270 0.02 0.07 0.01 -0.34
C -0.694513 -5.268662 0.618786 0.16 0.39 0.01 -0.51
N -1.343365 -1.965340 -1.052989 -0.68 0.59 -0.75 1.06
O -0.846000 -0.829727 -1.026275 -0.63 -1.44 -0.05 -0.55
O -2.316644 -2.288689 -1.748844 1.58 0.46 1.14 -0.58
H 0.803927 -5.696828 2.107513 -0.08 0.16 -0.14 0.44
H 1.723639 -3.393658 2.115557 -0.17 -0.04 -0.13 0.38
H 0.752075 -1.658761 0.649711 -0.26 -0.18 -0.16 0.55
H -2.091385 -4.570214 -0.856188 0.21 0.28 0.10 0.45
H -1.090260 -6.281888 0.617435 0.05 0.25 -0.04 0.38
C -4.372962 2.828426 -8.308666 0.10 0.01 -0.02 -0.44
C -3.494240 2.220158 -7.410892 0.17 0.25 -0.31 0.10
C -2.116568 2.399216 -7.549991 -0.01 0.06 -0.05 -0.50
C -1.627757 3.196843 -8.593843 -0.99 -0.14 0.12 -0.08
C -2.507292 3.802395 -9.501140 0.02 -0.03 0.06 -0.38
C -3.882893 3.613702 -9.353547 0.26 -0.18 0.27 -0.57
N -0.181870 3.409661 -8.730195 1.36 0.24 -0.21 0.98
O 0.564524 2.841513 -7.919142 -1.04 0.82 -1.15 -0.59
O 0.209340 4.148181 -9.645391 -0.56 -1.12 1.38 -0.58
H -5.446621 2.690476 -8.192786 0.19 0.02 -0.02 0.49
H -3.883745 1.608368 -6.599995 0.23 0.12 -0.28 0.24
H -1.444945 1.918466 -6.842067 0.00 0.22 -0.28 0.51
H -2.141333 4.419896 -10.318767 0.11 -0.20 0.29 0.44
H -4.573975 4.082029 -10.050915 0.19 -0.09 0.12 0.41
C -7.846767 0.880521 -8.987873 -0.01 0.02 -0.05 -0.31
C -7.196110 0.640429 -10.199130 -0.44 0.14 -0.04 -0.49
C -7.884983 0.787081 -11.404675 -0.06 0.04 0.01 -0.31
C -9.230107 1.180847 -11.385660 0.52 -0.11 0.86 -0.02
C -9.887917 1.415061 -10.170797 0.05 -0.01 -0.03 -0.31
C -9.189346 1.262378 -8.971482 0.18 -0.06 -0.40 -0.57
N -9.952557 1.361445 -12.650541 -0.70 0.17 -1.25 0.96
O -9.341262 1.126141 -13.703467 -0.91 0.35 1.55 -0.58
O -11.130453 1.742681 -12.593447 1.72 -0.57 -0.09 -0.58
H -7.303887 0.770329 -8.050675 -0.16 0.01 -0.18 0.53
H -6.150029 0.341686 -10.203673 -0.21 0.05 -0.05 0.45
H -7.363680 0.596299 -12.340196 -0.33 0.11 0.12 0.43
H -10.932953 1.716348 -10.141258 0.27 -0.08 -0.24 0.43
H -9.690286 1.444808 -8.023313 0.08 -0.03 -0.22 0.41
C 8.539872 -8.648517 3.924706 -0.11 0.06 0.03 -0.39
C 8.523329 -7.285034 3.626745 -0.35 -0.13 0.15 -0.52
C 7.374836 -6.529354 3.870268 -0.01 -0.04 0.03 -0.17
C 6.244916 -7.151230 4.419197 0.80 -0.48 -0.12 0.04
C 6.256194 -8.521463 4.712113 0.02 0.03 0.01 -0.28
C 7.409654 -9.267396 4.461547 -0.03 0.40 -0.07 -0.53
N 5.043142 -6.357077 4.701208 -0.80 0.38 0.16 1.09
O 5.065978 -5.151830 4.410413 -0.23 -1.53 0.42 -0.58
O 4.076486 -6.935925 5.217494 1.36 0.76 -1.14 -0.60
H 9.439597 -9.232430 3.738315 -0.20 0.13 0.03 0.38
H 9.407630 -6.810169 3.207138 -0.23 -0.06 0.09 0.37
H 7.377961 -5.467813 3.632621 -0.19 -0.27 0.14 0.42
H 5.384689 -9.017878 5.133772 0.13 0.30 -0.11 0.42
H 7.429370 -10.331082 4.688329 -0.06 0.24 -0.04 0.38
```
Positions in Å, forces in eV/Å.

Kohn-Sham gap ... 5.90 eV
LUMO ... -0.1693 hartree
M ... 1126.172 g mol⁻¹
Net charge ... +1
Calculated total energy ... -4399.76490 Eh
Relative energy (zero: lowest compared OMol25 entry of this formula, charge and spin) ... 14.984 eV

---

[3]
Formula: C5H12
Source: the OMol25 dataset
Level of theory: ωB97M-V/def2-TZVPD

Geometry as XYZ:
```
17
Properties=species:S:1:pos:R:3:forces:R:3:mulliken_charge:R:1
C -3.225960 3.282309 -1.002996 0.10 -1.21 0.56 -0.73
C -4.207192 3.315730 -0.110418 -0.25 1.15 -0.36 0.08
C -4.636902 4.554532 0.617699 -0.15 0.55 0.73 -0.98
H -3.088283 2.356163 -1.545997 0.21 0.01 -0.13 0.25
H -2.431284 4.006956 -1.078015 -0.27 0.49 -0.23 0.27
H -4.881365 2.480130 0.010840 0.07 -0.27 -0.13 0.29
H -4.305932 4.630108 1.659386 0.00 -0.44 0.02 0.26
H -4.288025 5.492332 0.186262 0.15 -0.18 -0.40 0.30
H -5.730021 4.624898 0.656084 0.13 -0.10 -0.06 0.28
C 4.742889 -4.350698 -0.666894 0.10 0.10 -0.60 -0.78
C 4.422943 -4.375878 0.827194 0.38 0.32 0.21 -0.78
H 4.680190 -5.312005 -1.185870 -0.14 -0.02 0.34 0.27
H 5.758874 -3.997053 -0.869045 -0.11 0.05 0.17 0.25
H 4.077664 -3.669619 -1.201985 -0.02 -0.09 0.01 0.25
H 3.786877 -3.536232 1.110598 -0.29 -0.21 -0.09 0.26
H 3.998149 -5.310196 1.193102 -0.14 0.09 -0.15 0.27
H 5.327382 -4.191479 1.400063 0.22 -0.23 0.12 0.25
```
Positions in Å, forces in eV/Å.

SMILES ... C=CC.CC
Kohn-Sham gap ... 10.96 eV
LUMO ... 0.0490 hartree
M ... 72.151 g mol⁻¹
Net charge ... 0
Calculated total energy ... -197.65549 Eh
Relative energy (zero: lowest compared OMol25 entry of this formula, charge and spin) ... 1.460 eV

---

[4]
Formula: C7H6
Source: the OMol25 dataset
Level of theory: ωB97M-V/def2-TZVPD

Geometry as XYZ:
```
13
Properties=species:S:1:pos:R:3:forces:R:3:mulliken_charge:R:1
C -1.833141 -1.260076 -0.679824 -0.61 -0.14 0.25 0.21
C -1.615485 -0.307830 0.016030 -0.21 0.61 0.07 -0.45
C -1.265148 0.962873 0.567095 3.09 1.35 -0.90 -0.56
C -0.028840 1.521139 0.225536 -2.38 -2.51 0.43 -0.28
C 0.869544 0.559873 -0.553348 0.80 -0.62 -0.63 -0.57
C 1.409258 -0.563490 0.294463 0.07 -0.04 -0.67 -0.50
C 1.894348 -1.575719 0.739981 -0.10 1.11 0.03 0.03
H -2.220670 -2.064187 -1.247555 0.18 -0.32 -0.11 0.39
H -1.936906 1.508362 1.188044 -0.56 0.17 0.25 0.38
H 0.268646 2.514689 0.550620 0.01 -0.29 -0.08 0.38
H 0.199822 -0.014366 -1.322569 1.49 1.46 0.95 0.20
H 1.802397 1.043283 -1.016776 -1.64 -0.53 0.39 0.30
H 2.456172 -2.324551 1.238307 -0.13 -0.26 0.02 0.44
```
Positions in Å, forces in eV/Å.

SMILES ... C#C/C=C\CC#C
Kohn-Sham gap ... 9.80 eV
LUMO ... 0.0253 hartree
M ... 90.125 g mol⁻¹
Net charge ... 0
Calculated total energy ... -270.14857 Eh
Relative energy (zero: lowest compared OMol25 entry of this formula, charge and spin) ... 2.382 eV

---

[5]
Formula: C4H9FP
Source: the OMol25 dataset
Level of theory: ωB97M-V/def2-TZVPD

Geometry as XYZ:
```
15
Properties=species:S:1:pos:R:3:forces:R:3:mulliken_charge:R:1
C -0.329590 -1.084141 -0.220208 0.31 0.04 -0.15 -0.62
C 0.196722 -0.173803 -1.316661 0.11 -0.95 1.91 0.28
C -0.497556 0.704613 -2.248354 -1.33 -1.47 -1.67 -1.21
C 0.739638 -0.054574 2.970369 3.12 1.11 -3.24 -0.66
F -0.993954 1.194431 0.947519 1.27 -0.17 -1.03 -0.30
P 0.439669 0.515116 0.468845 -1.46 -0.33 3.19 0.36
H -1.426004 -1.114506 -0.002351 1.06 0.14 -0.32 0.28
H 0.234212 -2.034371 0.075942 -0.73 1.49 -0.90 0.34
H 1.171805 -0.453214 -1.675623 0.45 -0.08 0.07 0.37
H -1.504913 1.067329 -2.060534 -0.08 -0.59 0.27 0.34
H -0.425182 0.010011 -3.121545 -1.12 0.18 0.09 0.33
H 0.007958 1.491167 -2.722128 1.47 1.42 0.27 0.41
H -0.097236 0.564948 3.036708 -1.52 0.44 0.67 0.37
H 1.733922 0.486263 3.023271 -1.27 -0.94 0.40 0.36
H 0.750509 -1.119269 2.844749 -0.29 -0.32 0.44 0.35
```
Positions in Å, forces in eV/Å.

Kohn-Sham gap (alpha / beta) ... 7.52 / 7.51 eV
LUMO (alpha / beta) ... -0.2456 / -0.2457 hartree
M ... 107.088 g mol⁻¹
Net charge ... +1
Calculated total energy ... -598.64022 Eh
Relative energy (zero: lowest compared OMol25 entry of this formula, charge and spin) ... 0.861 eV